No. 1
Entry from the OMol25 dataset: a structure of composition C49H45FN4P2STi (the ωB97M-V functional and the def2-TZVPD basis).

The calculation puts the total energy at -4142.884546 Ha. As for the net charge: +2. The value obtained for the largest force on an atom is 0.00905 hartree/bohr. The value obtained for the energy above the lowest of the compared OMol25 structures with the same formula, charge and spin is 334.6 kJ/mol.

Element x y z (Å)
Ti  1.490  -0.056  0.967
C  5.907  -0.463  1.914
C  4.513  -0.559  1.395
N  3.488  -0.052  1.989
N  3.616  0.550  3.218
C  2.545  0.491  4.019
N  2.627  1.012  5.238
S  1.105  -0.257  3.491
C  4.102  -1.280  0.185
C  4.935  -2.160  -0.425
C  4.621  -3.152  -1.447
C  3.420  -3.704  -1.652
C  2.192  -3.329  -0.874
N  2.763  -1.059  -0.059
H  6.036  -1.093  2.797
H  6.150  0.568  2.182
H  6.632  -0.768  1.167
H  4.516  0.896  3.520
H  3.476  1.419  5.598
H  1.822  0.978  5.840
H  5.968  -2.152  -0.105
H  5.465  -3.506  -2.025
H  3.327  -4.460  -2.423
H  1.313  -3.811  -1.317
C  -0.332  2.354  -1.761
C  0.289  1.138  -2.460
P  -0.345  -0.436  -1.807
C  -0.598  -1.574  -3.169
C  0.032  -1.409  -4.401
C  -0.113  -2.372  -5.389
C  -0.886  -3.497  -5.153
C  -1.511  -3.671  -3.922
C  -1.362  -2.720  -2.931
C  0.593  -1.287  -0.578
C  1.974  -1.800  -1.004
C  2.306  -3.759  0.566
C  1.347  -3.603  1.481
C  0.042  -3.017  1.213
C  -0.283  -2.102  0.276
C  -1.831  2.183  -1.513
P  -2.211  0.517  -0.873
C  -3.490  0.507  0.430
C  -3.478  -0.345  1.528
C  -4.548  -0.347  2.410
C  -5.610  0.526  2.217
C  -5.615  1.385  1.128
C  -4.570  1.357  0.215
C  -3.296  -0.235  -2.178
C  -4.188  -1.256  -1.858
C  -4.901  -1.916  -2.849
C  -4.752  -1.551  -4.177
C  -3.874  -0.529  -4.512
C  -3.144  0.109  -3.523
H  -0.176  3.230  -2.393
H  0.187  2.541  -0.826
H  1.380  1.172  -2.427
H  -0.003  1.122  -3.514
H  0.639  -0.536  -4.605
H  0.377  -2.239  -6.344
H  -1.004  -4.243  -5.926
H  -2.116  -4.549  -3.741
H  -1.868  -2.860  -1.984
H  2.208  -1.538  -2.046
H  3.233  -4.239  0.861
H  1.511  -3.997  2.477
H  -0.785  -3.407  1.799
H  -1.352  -1.914  0.187
H  -2.403  2.307  -2.432
H  -2.202  2.912  -0.792
H  -2.635  -1.001  1.706
H  -4.552  -1.028  3.251
H  -6.437  0.536  2.914
H  -6.440  2.067  0.974
H  -4.620  1.995  -0.660
H  -4.346  -1.546  -0.827
H  -5.588  -2.706  -2.578
H  -5.322  -2.053  -4.947
H  -3.755  -0.229  -5.545
H  -2.451  0.881  -3.838
F  3.932  5.524  -0.057
C  3.369  4.320  0.089
C  3.698  3.317  -0.807
C  3.121  2.066  -0.638
C  2.189  1.814  0.376
C  1.900  2.862  1.254
C  2.491  4.114  1.136
H  4.406  3.522  -1.598
H  3.421  1.266  -1.307
H  1.202  2.718  2.071
H  2.271  4.924  1.820
C  -0.808  0.783  0.709
C  -1.032  1.394  1.756
C  -1.346  2.182  2.900
C  -1.252  3.577  2.824
C  -1.593  4.353  3.918
C  -2.032  3.740  5.085
C  -2.142  2.357  5.162
C  -1.803  1.575  4.074
H  -0.926  4.039  1.900
H  -1.528  5.431  3.861
H  -2.302  4.345  5.940
H  -2.501  1.896  6.072
H  -1.891  0.498  4.119

---

No. 2
Entry from the OMol25 dataset: a structure of composition C49H46AsN7O5PtS at a distorted geometry (the ωB97M-V functional and the def2-TZVPD basis).

The calculation puts the total energy at -5407.576862 Ha. The value obtained for the largest force on an atom is 0.03128 hartree/bohr. The value obtained for the energy above the lowest of the compared OMol25 structures with the same formula, charge and spin is 84.5 kJ/mol.

Element x y z (Å)
Pt  -0.430  -0.754  0.981
O  0.815  0.624  2.812
As  0.889  2.219  2.410
C  1.660  3.232  3.847
C  2.587  2.588  4.659
C  3.173  3.279  5.709
C  2.826  4.602  5.949
C  1.890  5.237  5.145
C  1.304  4.553  4.091
C  -0.803  3.009  1.976
C  -1.935  2.483  2.588
C  -3.185  2.998  2.271
C  -3.294  4.043  1.364
C  -2.159  4.577  0.765
C  -0.909  4.057  1.066
C  2.013  2.527  0.867
C  1.510  2.273  -0.405
C  2.325  2.418  -1.517
C  3.650  2.806  -1.359
C  4.155  3.057  -0.092
C  3.336  2.923  1.022
H  2.819  1.544  4.479
H  3.891  2.782  6.348
H  3.279  5.137  6.773
H  1.611  6.263  5.344
H  0.565  5.044  3.468
H  -1.858  1.638  3.260
H  -4.059  2.551  2.720
H  -4.269  4.441  1.116
H  -2.248  5.390  0.057
H  -0.024  4.459  0.583
H  0.481  1.958  -0.530
H  1.926  2.232  -2.505
H  4.286  2.925  -2.228
H  5.184  3.366  0.032
H  3.730  3.131  2.010
S  0.398  -2.783  2.096
C  -0.677  -3.073  3.466
C  -1.247  -4.333  3.638
C  -2.096  -4.585  4.706
C  -2.401  -3.578  5.608
C  -1.841  -2.318  5.438
C  -0.982  -2.065  4.382
H  -1.026  -5.114  2.920
H  -2.529  -5.570  4.823
H  -3.074  -3.769  6.432
H  -2.082  -1.521  6.127
H  -0.553  -1.082  4.242
O  -4.167  0.005  2.507
C  -3.336  -0.645  1.897
O  -2.067  -0.468  2.100
C  -3.803  -1.625  0.845
C  -4.976  -1.320  0.166
C  -5.498  -2.159  -0.823
C  -4.808  -3.321  -1.066
O  -5.105  -4.313  -1.967
C  -4.143  -5.341  -1.736
O  -3.173  -4.851  -0.819
C  -3.657  -3.638  -0.374
C  -3.114  -2.818  0.581
H  -5.490  -0.406  0.432
H  -6.406  -1.919  -1.357
H  -3.654  -5.592  -2.681
H  -4.643  -6.218  -1.310
H  -2.213  -3.088  1.109
C  -0.991  -1.950  -2.139
C  -1.485  -0.583  -1.842
N  -1.471  0.011  -0.669
C  -2.090  1.232  -0.814
C  -2.491  1.374  -2.099
N  -2.100  0.219  -2.743
C  -2.282  -0.044  -4.152
N  -1.567  0.922  -4.943
N  -2.251  1.844  -5.662
N  -1.436  2.623  -6.253
C  -0.154  2.233  -5.927
C  1.080  2.762  -6.312
C  2.207  2.152  -5.811
C  2.117  1.043  -4.942
C  0.907  0.515  -4.552
C  -0.231  1.136  -5.075
H  -0.518  -2.347  -1.240
H  -0.269  -1.959  -2.957
H  -1.817  -2.609  -2.402
H  -2.231  1.889  0.025
H  -3.005  2.162  -2.614
H  -3.332  0.042  -4.435
H  -1.932  -1.054  -4.365
H  1.134  3.615  -6.973
H  3.184  2.525  -6.082
H  3.031  0.599  -4.565
H  0.849  -0.319  -3.869
N  1.313  -0.925  0.045
C  2.394  -1.205  -0.229
N  3.638  -1.564  -0.437
C  4.042  -2.855  0.144
C  3.856  -3.972  -0.873
C  4.573  -3.641  -2.181
C  4.112  -2.293  -2.733
C  4.291  -1.194  -1.693
H  3.450  -3.017  1.045
H  5.093  -2.752  0.427
H  2.786  -4.108  -1.052
H  4.227  -4.907  -0.452
H  4.401  -4.426  -2.919
H  5.653  -3.607  -2.005
H  3.052  -2.353  -3.004
H  4.664  -2.035  -3.640
H  3.883  -0.239  -2.022
H  5.351  -1.047  -1.469

---

No. 3
Entry from the OMol25 dataset: a structure of composition C49H47Co2F3N3O6 at a distorted geometry (the ωB97M-V functional and the def2-TZVPD basis).

The calculation puts the total energy at -5576.164684 Ha. As for the net charge: -1. The value obtained for the largest force on an atom is 0.07923 hartree/bohr. The value obtained for the energy above the lowest of the compared OMol25 structures with the same formula, charge and spin is 62.3 kJ/mol.

Element x y z (Å)
C  -3.760  -1.085  -3.705
C  -3.767  -1.942  -2.444
C  -4.324  -3.343  -2.692
C  -4.491  -1.236  -1.290
C  -5.861  -1.006  -1.372
C  -6.560  -0.485  -0.282
C  -5.902  -0.275  0.930
C  -4.533  -0.501  1.038
C  -3.815  -0.409  2.384
C  -4.672  -0.924  3.544
C  -3.309  1.001  2.637
C  -3.814  -0.848  -0.122
N  -2.391  -1.115  -0.022
N  -2.042  -2.406  0.181
N  -0.692  -2.397  0.301
C  -0.061  -3.635  0.715
C  0.009  -4.685  -0.214
C  -0.618  -4.567  -1.606
C  -1.589  -5.710  -1.898
C  0.447  -4.428  -2.689
C  0.676  -5.850  0.161
C  1.206  -5.984  1.443
C  1.005  -4.983  2.389
C  0.309  -3.821  2.060
C  -0.082  -2.815  3.144
C  1.085  -1.923  3.546
C  -0.690  -3.510  4.368
C  -0.179  -1.120  0.097
C  1.237  -0.828  0.090
C  1.679  0.508  0.260
C  3.022  0.854  0.131
C  3.956  -0.166  0.001
C  5.411  0.192  0.017
F  6.161  -0.680  0.755
F  5.950  0.205  -1.242
F  5.622  1.437  0.547
C  3.581  -1.496  -0.148
C  2.236  -1.820  -0.140
C  -1.260  -0.261  -0.113
C  -1.324  1.096  -0.412
H  -3.317  -0.105  -3.493
H  -3.165  -1.563  -4.490
H  -4.777  -0.932  -4.085
H  -2.731  -2.057  -2.109
H  -4.275  -3.939  -1.772
H  -5.372  -3.302  -3.016
H  -3.744  -3.860  -3.465
H  -6.376  -1.244  -2.301
H  -7.625  -0.283  -0.371
H  -6.458  0.054  1.809
H  -2.943  -1.074  2.306
H  -5.082  -1.916  3.319
H  -4.060  -1.008  4.449
H  -5.501  -0.239  3.759
H  -2.680  1.345  1.809
H  -4.151  1.696  2.754
H  -2.713  1.026  3.555
H  -1.208  -3.644  -1.585
H  -2.389  -5.726  -1.147
H  -2.055  -5.573  -2.880
H  -1.076  -6.680  -1.896
H  1.112  -3.584  -2.469
H  1.051  -5.342  -2.761
H  -0.022  -4.249  -3.663
H  0.778  -6.650  -0.570
H  1.755  -6.885  1.710
H  1.379  -5.098  3.407
H  -0.862  -2.178  2.703
H  1.526  -1.431  2.673
H  0.735  -1.149  4.239
H  1.868  -2.508  4.045
H  -1.508  -4.182  4.077
H  0.067  -4.089  4.913
H  -1.102  -2.761  5.054
H  0.927  1.255  0.494
H  3.374  1.882  0.141
H  4.338  -2.266  -0.285
H  1.941  -2.854  -0.299
H  -0.455  1.536  -0.869
H  -2.288  1.585  -0.380
O  4.542  2.164  -3.682
C  4.454  3.297  -3.473
Co  4.302  5.011  -3.183
C  5.141  4.894  -1.627
O  5.640  4.709  -0.598
C  5.422  5.311  -4.520
O  6.168  5.448  -5.394
C  2.347  4.703  -2.851
C  1.779  4.814  -1.604
C  1.291  4.110  -0.540
C  1.710  4.550  0.786
C  2.194  3.601  1.707
C  2.944  3.960  2.811
C  3.048  5.320  3.146
C  2.493  6.297  2.308
C  1.823  5.916  1.144
Co  2.446  6.389  -2.261
C  3.588  7.207  -3.478
O  3.913  8.125  -4.117
C  3.402  7.213  -0.993
O  3.993  7.885  -0.266
C  1.004  7.401  -2.302
O  -0.009  7.964  -2.322
H  1.874  4.175  -3.685
H  0.804  3.144  -0.667
H  2.027  2.553  1.479
H  3.418  3.177  3.405
H  3.562  5.604  4.063
H  2.573  7.361  2.561
H  1.338  6.652  0.495

---

Q: Which of these has the lowest energy above the lowest of the compared OMol25 structures with the same formula, charge and spin?
A: C49H47Co2F3N3O6